(1)
Here is 2 unconnected molecules or ions with the total composition C4H13NO2 in a non-equilibrium geometry from OMol25. Energies are from wB97M-V/def2-TZVPD.

Geometry (Å):
C (-0.209, 2.455, -3.061)
C (0.748, 1.665, -2.164)
N (0.260, 1.579, -0.804)
C (1.043, 0.645, -0.010)
C (0.390, 0.250, 1.330)
O (0.798, -1.033, 1.862)
H (-1.139, 1.945, -3.295)
H (-0.283, 3.442, -2.587)
H (0.416, 2.654, -3.939)
H (0.946, 0.693, -2.672)
H (1.703, 2.198, -2.148)
H (-0.708, 1.269, -0.833)
H (1.080, -0.345, -0.522)
H (2.006, 1.105, 0.217)
H (-0.699, 0.216, 1.309)
H (0.737, 0.999, 2.021)
H (1.100, -0.809, 2.746)
H (-2.236, -4.273, 3.128)
H (-3.174, -4.244, 1.908)
O (-2.432, -4.718, 2.289)

Frontier orbital gap: 0.360 Eh
LUMO: 0.761 eV
HOMO: -9.022 eV
Structure (SMILES): CCNCCO.O
ΔE to the lowest compared entry with this formula, charge and spin: 127.9 kJ/mol

Here are the Mulliken charges for atoms 1 to 2, given in e: C -1.155; C -0.409


(2)
Here is C5H8O in the gas phase from OMol25. Energies are from wB97M-V/def2-TZVPD.

Geometry (Å):
C (0.238, -0.260, 1.850)
C (-0.155, -0.362, 0.409)
C (0.114, 0.964, -0.298)
C (-0.071, 0.267, -1.642)
C (-0.748, -0.888, -0.868)
O (0.372, -1.517, -0.267)
H (-0.202, 0.625, 2.315)
H (1.306, -0.021, 1.712)
H (0.182, -1.140, 2.483)
H (-0.771, 1.571, -0.065)
H (1.016, 1.531, -0.043)
H (-0.574, 0.809, -2.438)
H (0.905, -0.108, -1.964)
H (-1.612, -1.470, -1.182)

Frontier orbital gap: 0.380 Eh
LUMO: 1.153 eV
HOMO: -9.179 eV
Structure (SMILES): C[C@]12CC[C@H]1O2
ΔE to the lowest compared entry with this formula, charge and spin: 298.9 kJ/mol

Here are the Mulliken charges for atoms 1 to 2, given in e: C -1.201; C 0.601


(3)
Here is C4H10N2O2 in the gas phase in a non-equilibrium geometry from OMol25. Energies are from wB97M-V/def2-TZVPD.

Geometry (Å):
C (0.285, -1.460, 0.305)
C (-0.951, -0.970, 0.981)
C (-0.389, 1.006, -0.775)
C (0.215, 0.828, -2.143)
N (1.477, -0.916, 0.247)
N (-0.829, -0.170, 2.133)
O (-1.189, -0.381, -0.335)
O (1.783, 0.036, 1.258)
H (2.747, 0.027, 1.281)
H (0.212, -2.395, -0.238)
H (-1.717, -1.740, 1.102)
H (-1.692, 0.310, 2.359)
H (-0.052, 0.478, 2.112)
H (0.309, 1.342, -0.011)
H (-1.270, 1.647, -0.795)
H (0.433, 1.808, -2.575)
H (-0.493, 0.323, -2.797)
H (1.119, 0.226, -2.110)

Frontier orbital gap: 0.348 Eh
LUMO: 0.918 eV
HOMO: -8.553 eV
Structure (SMILES): CCO[C@H](N)/C=N\O
ΔE to the lowest compared entry with this formula, charge and spin: 516.2 kJ/mol

Here are the Mulliken charges for atoms 1 to 2, given in e: C -0.245; C 0.214


(4)
Here is a gas-phase ion, C4H12N2O (charge +1) in a non-equilibrium geometry from OMol25. Energies are from wB97M-V/def2-TZVPD.

Geometry (Å):
C (0.281, -1.793, 1.123)
O (1.064, -2.002, 2.377)
C (0.237, -0.349, 0.688)
C (-0.401, -0.318, -0.790)
C (-0.410, 0.969, -1.648)
N (1.009, 1.664, -1.823)
N (-0.606, 0.591, 1.429)
H (0.855, -2.485, 0.507)
H (-0.764, -2.020, 1.166)
H (1.373, -0.167, 0.578)
H (-1.388, -0.794, -0.624)
H (0.258, -0.993, -1.490)
H (-1.078, 1.720, -1.253)
H (-0.861, 0.856, -2.682)
H (0.696, 2.638, -2.201)
H (1.203, 2.058, -0.925)
H (0.668, -1.495, 3.107)
H (-1.646, 0.388, 1.429)
H (-0.487, 1.532, 1.033)

Total charge: +1
Frontier orbital gap (alpha / beta): 0.388 / 0.192 Eh
⟨S²⟩: 0.755
LUMO (alpha / beta): -3.685 / -9.010 eV
HOMO (alpha / beta): -14.252 / -14.241 eV
ΔE to the lowest compared entry with this formula, charge and spin: 311.2 kJ/mol
2S+1: 2

Here are the Mulliken charges for atoms 1 to 2, given in e: C -0.780; O -0.477


(5)
Here is C18H25NO4S in the gas phase from OMol25. Energies are from wB97M-V/def2-TZVPD.

Geometry (Å):
C (5.823, 2.659, -0.261)
H (6.448, 2.317, -1.093)
O (4.608, 1.953, -0.202)
C (4.648, 0.601, -0.007)
C (5.813, -0.138, 0.147)
C (5.745, -1.509, 0.338)
C (4.523, -2.151, 0.375)
C (3.358, -1.415, 0.225)
C (3.403, -0.046, 0.037)
C (2.153, 0.779, -0.135)
N (0.946, 0.153, 0.356)
S (0.152, -0.894, -0.684)
O (-0.242, -2.046, 0.083)
O (0.919, -1.108, -1.877)
C (-1.276, 0.109, -1.189)
C (-2.401, 0.274, -0.199)
C (-3.022, 1.671, -0.247)
O (-2.508, 2.664, -0.686)
C (-4.379, 1.547, 0.409)
H (-5.165, 1.790, -0.306)
H (-4.473, 2.246, 1.241)
C (-4.394, 0.080, 0.839)
H (-5.386, -0.308, 1.068)
C (-3.395, -0.031, 1.997)
H (-3.471, -0.996, 2.495)
H (-3.573, 0.740, 2.747)
C (-2.033, 0.141, 1.298)
H (-1.489, 1.020, 1.646)
H (-1.397, -0.729, 1.433)
C (-3.657, -0.621, -0.325)
C (-3.406, -2.108, -0.100)
H (-2.752, -2.496, -0.877)
H (-4.351, -2.646, -0.140)
H (-2.927, -2.317, 0.848)
C (-4.361, -0.464, -1.676)
H (-5.403, -0.765, -1.589)
H (-4.324, 0.557, -2.046)
H (-3.892, -1.104, -2.419)
H (-1.617, -0.340, -2.119)
H (-0.828, 1.078, -1.411)
H (1.064, -0.267, 1.265)
H (1.994, 0.969, -1.199)
H (2.279, 1.744, 0.368)
H (2.403, -1.920, 0.235)
H (4.471, -3.219, 0.516)
H (6.660, -2.071, 0.453)
H (6.779, 0.341, 0.117)
H (5.549, 3.701, -0.425)
H (6.385, 2.577, 0.675)

Frontier orbital gap: 0.341 Eh
LUMO: 0.755 eV
HOMO: -8.536 eV
Structure (SMILES): COc1ccccc1CNS(=O)(=O)C[C@@]12CC[C@@H](CC1=O)C2(C)C
ΔE to the lowest compared entry with this formula, charge and spin: 128.9 kJ/mol

Here are the Mulliken charges for atoms 1 to 2, given in e: C -0.968; H 0.371


(6)
Here is a molecular structure, C29H43N5O9P2Si2Tm from OMol25. Energies are from wB97M-V/def2-TZVPD.

Geometry (Å):
Tm (-0.335, -0.292, -0.232)
N (-4.405, 0.265, -2.528)
C (-4.064, -1.036, -1.819)
C (-5.259, -1.971, -1.819)
P (-3.370, -0.556, -0.205)
O (-4.710, -0.344, 0.665)
O (-2.691, 0.756, -0.504)
O (-2.515, -1.656, 0.329)
P (-2.628, -1.646, -2.858)
O (-2.686, -3.232, -2.643)
O (-3.057, -1.276, -4.234)
O (-1.382, -1.113, -2.223)
H (-5.382, 0.521, -2.400)
H (-4.166, 0.113, -3.523)
H (-3.795, 0.987, -2.115)
H (-6.127, -1.495, -1.353)
H (-5.019, -2.858, -1.236)
H (-5.514, -2.295, -2.830)
H (-4.496, -0.154, 1.587)
H (-2.148, -3.462, -1.871)
C (-1.388, -0.731, 3.902)
Si (-1.055, 0.546, 2.510)
C (-2.493, 1.776, 2.803)
C (0.432, 1.498, 3.288)
C (0.256, 2.384, 4.368)
C (1.319, 3.075, 4.930)
C (2.601, 2.886, 4.421)
C (2.797, 2.014, 3.361)
C (1.733, 1.313, 2.764)
Si (2.055, 0.138, 1.256)
C (3.025, -1.265, 2.099)
C (3.425, 1.063, 0.305)
H (-1.671, -0.218, 4.829)
H (-0.489, -1.319, 4.119)
H (-2.186, -1.434, 3.634)
H (-2.648, 1.973, 3.870)
H (-3.445, 1.409, 2.401)
H (-2.311, 2.727, 2.293)
H (-0.739, 2.543, 4.774)
H (1.151, 3.758, 5.756)
H (3.443, 3.421, 4.849)
H (3.803, 1.885, 2.972)
H (3.878, -0.854, 2.653)
H (3.404, -1.978, 1.358)
H (2.399, -1.823, 2.804)
H (4.332, 1.210, 0.906)
H (3.072, 2.042, -0.037)
H (3.715, 0.500, -0.589)
O (2.598, 1.952, -3.649)
C (3.151, 0.759, -3.911)
C (4.185, 0.706, -4.848)
C (4.811, -0.495, -5.121)
C (4.431, -1.668, -4.470)
C (3.403, -1.611, -3.545)
C (2.747, -0.418, -3.263)
C (1.632, -0.400, -2.271)
O (1.330, -1.427, -1.626)
O (1.005, 0.691, -2.080)
H (1.962, 1.797, -2.905)
H (4.484, 1.626, -5.334)
H (5.615, -0.518, -5.847)
H (4.931, -2.604, -4.681)
H (3.076, -2.496, -3.013)
N (0.218, -6.863, 1.430)
C (0.122, -5.522, 1.094)
C (0.270, -5.097, -0.225)
C (0.214, -3.743, -0.504)
N (0.004, -2.815, 0.428)
C (-0.141, -3.222, 1.686)
C (-0.080, -4.548, 2.068)
H (0.047, -7.521, 0.688)
H (-0.197, -7.131, 2.306)
H (0.443, -5.808, -1.025)
H (0.357, -3.371, -1.512)
H (-0.325, -2.446, 2.417)
H (-0.195, -4.816, 3.112)
C (0.451, 5.434, 1.459)
C (0.017, 4.439, 0.434)
C (-0.490, 4.571, -0.842)
C (-0.692, 3.250, -1.301)
N (-0.351, 2.381, -0.363)
N (0.078, 3.122, 0.670)
C (-1.206, 2.792, -2.628)
H (0.380, 6.442, 1.053)
H (1.483, 5.258, 1.768)
H (-0.172, 5.377, 2.354)
H (-0.676, 5.489, -1.377)
H (0.419, 2.656, 1.506)
H (-1.865, 3.547, -3.061)
H (-1.746, 1.851, -2.524)
H (-0.397, 2.604, -3.334)

Total charge: -1
Frontier orbital gap (alpha / beta): 0.192 / 0.191 Eh
⟨S²⟩: 2.002
LUMO (alpha / beta): 2.147 / 2.147 eV
HOMO (alpha / beta): -3.090 / -3.060 eV
2S+1: 3

Here are the Mulliken charges for atoms 1 to 2, given in e: Tm 1.378; N -0.148